#A
A cluster of 2 separate species, C3H12NOSi in total, computed with wB97M-V/def2-TZVPD.

Geometry as ORCA input:
```
! wB97M-V def2-TZVPD RIJCOSX def2/J DEFGRID3
* xyz 1 1
C 1.9914 0.4236 -2.4503
C -1.3351 1.2767 -0.9908
C -0.1604 -0.6088 1.5926
N -0.4088 -2.0275 1.9931
O 0.9968 -0.4085 -1.9140
Si -0.3666 -0.3279 -1.1097
H 1.8719 1.4585 -2.1312
H 1.9353 0.3684 -3.5373
H 2.9636 0.0522 -2.1238
H -1.6302 1.6327 -1.9770
H -2.2406 1.1549 -0.4050
H -0.7493 2.0642 -0.5193
H 0.8635 -0.3513 1.8301
H -0.8469 0.0462 2.1115
H -1.4094 -2.2406 1.9029
H 0.1202 -2.6531 1.3739
H -0.1258 -2.2170 2.9680
H -0.8902 -1.6607 -1.3256
*
```

Results
molecular weight	106.221	g/mol
LUMO level	-3.270	eV
Kohn-Sham gap	0.3510	Ha

***

#B
A cluster of 2 separate species, C3H12NOSi in total, computed with wB97M-V/def2-TZVPD.

Geometry as ORCA input:
```
! wB97M-V def2-TZVPD RIJCOSX def2/J DEFGRID3
* xyz 1 1
C 2.3966 1.6270 -0.1869
C 1.1619 -0.9823 1.4461
C -1.8135 0.1301 -0.2810
N -2.8216 -0.9988 -0.4722
O 1.8657 -0.7303 -1.5676
Si 1.5036 -0.0464 -0.1703
H 2.5174 1.9575 0.8544
H 3.4102 1.6327 -0.6778
H 1.7468 2.3476 -0.7223
H 0.8793 -0.3440 2.1904
H 0.2197 -1.5555 1.4898
H 1.8913 -1.7153 1.5436
H -1.9353 0.7977 -1.0840
H -1.9745 0.4754 0.7121
H -3.2042 -0.9224 -1.4978
H -3.6037 -0.9951 0.1634
H -2.3234 -1.9469 -0.3889
H 2.5586 -0.6318 -2.1819
*
```

Results
molecular weight	106.221	g/mol
LUMO level	-3.779	eV
Kohn-Sham gap	0.2777	Ha

***

Stability check: which of them is least stable? #B.